--- A ---
DFT (ωB97M-V/def2-TZVPD) results for a molecular structure, C3H7N5.

The HOMO-LUMO gap comes out at 0.3190 hartree.

ORCA input file:
```
! wB97M-V def2-TZVPD RIJCOSX def2/J DEFGRID3
* xyz 0 1
C 0.983 -2.156 1.188
N 0.137 1.207 -1.096
C -0.683 -0.237 0.615
C 0.321 -0.985 0.572
N 0.032 2.323 -1.977
N -1.890 0.256 0.923
N 1.224 0.543 -1.259
N 1.584 -0.455 -0.724
H 0.192 3.171 -1.440
H -0.907 2.378 -2.361
H -2.604 0.137 0.218
H -1.899 1.176 1.341
H 0.388 -2.581 1.997
H 1.165 -2.915 0.426
H 1.958 -1.861 1.579
*
```


--- B ---
DFT (ωB97M-V/def2-TZVPD) results for C3H7N5 in the gas phase.

The HOMO-LUMO gap comes out at 0.3521 hartree.

ORCA input file:
```
! wB97M-V def2-TZVPD RIJCOSX def2/J DEFGRID3
* xyz 0 1
H 2.362 -0.329 2.094
N 2.859 -0.849 1.051
C 2.057 -0.599 -0.008
N 0.677 -0.056 0.056
C -0.341 0.101 -0.848
N 0.130 -0.156 -2.138
N -1.501 0.534 -0.646
C -2.141 0.594 0.651
N -1.333 0.924 1.760
H -2.003 1.040 2.504
H 2.556 -1.055 -1.042
H 0.415 0.384 0.923
H 0.532 -1.058 -2.244
H -0.876 0.060 -2.578
H -3.393 0.465 0.466
*
```


--- C ---
DFT (ωB97M-V/def2-TZVPD) results for C3H7N5 in the gas phase.

The HOMO-LUMO gap comes out at 0.3179 hartree.

ORCA input file:
```
! wB97M-V def2-TZVPD RIJCOSX def2/J DEFGRID3
* xyz 0 1
H 3.356 0.852 -0.095
N 3.034 -0.290 0.094
C 1.693 -0.224 0.058
N 1.199 1.193 0.050
C -0.161 1.003 -0.050
N -0.595 -0.202 -0.146
N -1.735 -0.676 0.371
C -2.963 0.221 -0.127
N 0.593 -1.032 -0.208
H -1.101 1.671 -0.018
H -1.909 -0.565 1.443
H -3.145 1.322 0.129
H -2.902 0.163 -1.199
H -3.691 -0.552 0.055
H 0.508 -1.851 -0.730
*
```


Most stable structure - B; separation to the second - 157.8 kJ/mol.


--- A ---
DFT (ωB97M-V/def2-TZVPD) results for C5H4N2O in the gas phase.

The HOMO-LUMO gap comes out at 0.3735 hartree.

ORCA input file:
```
! wB97M-V def2-TZVPD RIJCOSX def2/J DEFGRID3
* xyz 0 1
C 0.526 1.218 -1.945
C 0.274 0.663 -0.908
C -0.131 0.092 0.357
C 0.797 0.332 1.515
N 1.106 -0.718 2.109
N 0.463 -1.743 1.493
C -0.268 -1.349 0.483
O -1.185 -2.131 -0.104
H 0.771 1.576 -2.839
H -1.080 0.539 0.793
H 1.209 1.272 1.626
H -0.956 -3.034 0.281
*
```


--- B ---
DFT (ωB97M-V/def2-TZVPD) results for C5H4N2O in the gas phase.

The HOMO-LUMO gap comes out at 0.3263 hartree.

ORCA input file:
```
! wB97M-V def2-TZVPD RIJCOSX def2/J DEFGRID3
* xyz 0 1
O -2.775 0.313 0.490
C -1.573 0.294 0.335
C -0.957 -0.289 -0.895
C 0.319 -0.507 -1.193
C 1.526 -0.330 -0.335
N 1.662 0.271 0.787
C 0.468 0.730 1.476
N -0.784 0.814 1.296
H -1.751 -0.713 -1.638
H 0.613 -0.825 -2.155
H 2.461 -0.731 -0.658
H 0.791 0.974 2.490
*
```


--- C ---
DFT (ωB97M-V/def2-TZVPD) results for C5H4N2O in the gas phase.

The HOMO-LUMO gap comes out at 0.2979 hartree.

ORCA input file:
```
! wB97M-V def2-TZVPD RIJCOSX def2/J DEFGRID3
* xyz 0 1
O 2.509 -0.176 0.286
C 1.272 -0.065 0.016
N 0.488 -1.200 -0.359
C -0.779 -1.498 -0.107
C -1.951 -0.582 0.177
C -1.737 0.813 0.075
C -0.419 1.449 -0.152
N 0.759 1.225 -0.053
H -1.018 -2.610 0.024
H -2.939 -1.014 0.744
H -2.582 1.638 0.152
H -0.583 2.520 -0.386
*
```


--- D ---
DFT (ωB97M-V/def2-TZVPD) results for C5H4N2O in the gas phase.

The HOMO-LUMO gap comes out at 0.2654 hartree.

ORCA input file:
```
! wB97M-V def2-TZVPD RIJCOSX def2/J DEFGRID3
* xyz 0 1
O -2.561 -0.892 2.236
C -1.650 -0.548 1.498
C -0.229 -0.827 1.116
C 0.555 0.150 0.381
C 1.694 -0.063 -0.554
N 1.570 0.600 -1.695
C 0.178 1.174 -1.643
N -0.348 0.980 -0.397
H -1.965 0.317 0.665
H 0.269 -1.611 1.556
H 2.530 -0.682 -0.406
H -0.043 1.401 -2.754
*
```


Most stable structure - B; separation to the second - 130.5 kJ/mol.


--- A ---
DFT (ωB97M-V/def2-TZVPD) results for 2 unconnected molecules or ions with the total composition C4H10NO3.

The HOMO-LUMO gap comes out at 0.2945 hartree.

ORCA input file:
```
! wB97M-V def2-TZVPD RIJCOSX def2/J DEFGRID3
* xyz -1 1
C -0.309 -0.304 1.203
N -1.471 -0.776 0.486
C -1.246 -1.265 -0.930
O -2.199 -1.249 -1.704
O -0.021 -1.319 -1.090
C 0.541 0.933 0.593
C 1.185 1.813 1.641
H 0.407 -1.157 1.442
H -0.627 0.039 2.189
H -2.326 -0.193 0.418
H 1.319 0.572 -0.029
H -0.223 1.509 -0.072
H 1.988 1.291 2.147
H 1.591 2.674 1.254
H 0.596 2.158 2.470
H -0.533 -1.271 -3.336
H 0.964 -1.909 -2.978
O 0.363 -1.545 -3.705
*
```


--- B ---
DFT (ωB97M-V/def2-TZVPD) results for a molecular structure, C4H10NO3.

The HOMO-LUMO gap comes out at 0.2914 hartree.

ORCA input file:
```
! wB97M-V def2-TZVPD RIJCOSX def2/J DEFGRID3
* xyz -1 1
C -1.494 -0.586 0.170
O -0.867 -0.067 1.284
C -0.553 -1.687 -0.361
N -0.079 -1.314 -1.664
H -2.517 -0.983 0.369
H -1.604 0.195 -0.608
H 0.294 -1.679 0.336
H -1.058 -2.658 -0.337
H 0.756 -0.727 -1.538
H -0.067 -2.074 -2.321
O 0.153 1.753 -0.988
C 0.844 1.273 -0.122
O 1.559 0.166 -0.267
C 1.031 2.004 1.207
H 0.407 0.018 0.238
H 0.487 1.363 1.910
H 0.616 3.008 1.230
H 2.092 1.994 1.462
*
```


Most stable structure - A; separation to the second - 332.3 kJ/mol.


--- A ---
DFT (ωB97M-V/def2-TZVPD) results for 2 unconnected molecules or ions with the total composition C4H5NO3.

The HOMO-LUMO gap comes out at 0.3451 hartree.

ORCA input file:
```
! wB97M-V def2-TZVPD RIJCOSX def2/J DEFGRID3
* xyz 0 1
O 2.006 2.162 -2.377
C 1.897 1.579 -1.418
C 1.778 0.966 -0.262
N 2.374 -0.296 0.118
O 2.627 -0.333 1.330
O 2.723 -1.138 -0.708
H 1.169 1.386 0.447
C -0.756 -0.456 0.552
C -0.790 -0.399 -0.797
H 0.191 -0.827 0.938
H -1.521 -0.048 1.128
H 0.014 -0.914 -1.286
H -1.542 -0.098 -1.527
*
```


--- B ---
DFT (ωB97M-V/def2-TZVPD) results for 2 unconnected molecules or ions with the total composition C4H5NO3.

The HOMO-LUMO gap comes out at 0.2391 hartree.

ORCA input file:
```
! wB97M-V def2-TZVPD RIJCOSX def2/J DEFGRID3
* xyz 0 1
C 1.632 0.257 0.203
C 0.329 0.072 -0.104
C -0.306 0.034 -1.305
C -0.759 -0.276 0.735
H 2.143 1.548 -1.128
H 2.001 0.915 1.111
H 2.015 -0.757 0.628
H -0.167 0.049 -2.359
H 0.181 1.275 2.531
N -1.873 -0.323 0.244
O 2.399 0.675 -0.901
O -1.643 -0.244 -1.141
O -0.562 -0.593 2.085
*
```


--- C ---
DFT (ωB97M-V/def2-TZVPD) results for C4H5NO3 in the gas phase.

The HOMO-LUMO gap comes out at 0.3659 hartree.

ORCA input file:
```
! wB97M-V def2-TZVPD RIJCOSX def2/J DEFGRID3
* xyz 0 1
C 0.745 1.768 0.197
C 0.054 0.668 0.123
O -1.334 0.798 -0.246
C -1.816 -0.528 -0.146
O -0.895 -1.268 0.594
N 0.322 -0.733 -0.051
C 1.423 -1.191 -0.196
O 2.458 -0.425 -0.067
H 0.581 2.899 -0.102
H 1.916 1.751 0.784
H -2.625 -0.500 0.478
H -2.336 -0.939 -1.106
H 1.508 -2.301 -0.264
*
```


--- D ---
DFT (ωB97M-V/def2-TZVPD) results for 2 unconnected molecules or ions with the total composition C4H5NO3.

The HOMO-LUMO gap comes out at 0.3057 hartree.

ORCA input file:
```
! wB97M-V def2-TZVPD RIJCOSX def2/J DEFGRID3
* xyz 0 1
C -0.914 0.813 0.723
C -1.350 0.164 -0.384
C 3.164 1.371 -0.474
C -0.870 -1.208 -0.027
N -0.318 -0.608 1.220
O 3.514 2.372 -0.897
O 2.806 0.372 -0.039
O -2.029 0.483 -1.534
H -1.640 -1.958 0.177
H -0.096 -1.657 -0.657
H 0.698 -0.613 1.287
H -0.724 -0.951 2.088
H -2.242 1.423 -1.485
*
```


Most stable structure - D; separation to the second - 251.0 kJ/mol.


--- A ---
DFT (ωB97M-V/def2-TZVPD) results for C4H5NO3 in the gas phase.

The HOMO-LUMO gap comes out at 0.2966 hartree.

ORCA input file:
```
! wB97M-V def2-TZVPD RIJCOSX def2/J DEFGRID3
* xyz 0 1
O 2.605 0.150 -0.033
C 1.283 -0.134 0.038
C 0.534 -1.208 -0.069
C -0.806 -0.763 -0.065
O -2.086 -1.341 0.093
C -0.785 0.622 -0.154
O -1.699 1.632 -0.174
N 0.579 0.992 0.185
H 2.963 -0.760 -0.318
H 0.851 -2.186 -0.022
H -2.759 -0.746 -0.217
H -1.802 1.855 0.815
H 1.123 1.886 -0.081
*
```


--- B ---
DFT (ωB97M-V/def2-TZVPD) results for C4H5NO3 in the gas phase.

The HOMO-LUMO gap comes out at 0.3220 hartree.

ORCA input file:
```
! wB97M-V def2-TZVPD RIJCOSX def2/J DEFGRID3
* xyz 0 1
N 0.147 -0.632 -2.174
C -0.889 -0.231 -1.429
O -1.958 0.194 -1.946
C -0.624 0.131 0.241
C 0.753 -0.025 0.754
O 1.826 -0.368 0.265
C 0.629 0.578 2.292
O -0.325 0.873 2.891
H 0.951 -0.858 -1.574
H 0.057 -0.809 -3.282
H -1.083 1.217 0.367
H -1.187 -0.641 0.904
H 1.704 0.573 2.691
*
```


--- C ---
DFT (ωB97M-V/def2-TZVPD) results for C4H5NO3 in the gas phase.

The HOMO-LUMO gap comes out at 0.2902 hartree.

ORCA input file:
```
! wB97M-V def2-TZVPD RIJCOSX def2/J DEFGRID3
* xyz 0 1
O 2.503 -0.127 0.078
C 1.187 -0.323 0.001
C 0.492 -1.512 0.071
N -0.875 -1.204 0.015
C -1.052 0.112 -0.079
O -2.408 0.331 0.164
C 0.236 0.725 0.027
O 0.409 2.072 -0.097
H 2.520 0.852 -0.325
H 0.801 -2.522 -0.047
H -1.649 -1.936 -0.337
H -2.925 1.253 -0.327
H 0.762 2.277 0.855
*
```


--- D ---
DFT (ωB97M-V/def2-TZVPD) results for C4H5NO3 in the gas phase.

The HOMO-LUMO gap comes out at 0.3267 hartree.

ORCA input file:
```
! wB97M-V def2-TZVPD RIJCOSX def2/J DEFGRID3
* xyz 0 1
C -2.837 -0.022 0.447
C -1.568 -0.422 -0.067
C -0.364 0.278 -0.193
N 0.022 1.499 -0.446
O 1.240 1.966 -0.102
C 0.695 -0.879 -0.046
O 0.741 -1.817 -0.767
O 1.676 -0.763 0.982
H -2.965 0.971 0.922
H -3.765 -0.380 0.266
H -1.679 -1.477 -0.661
H 1.125 2.910 0.109
H 2.328 -1.336 0.740
*
```


Most stable structure - B; separation to the second - 18.7 kJ/mol.